This record from the OMol25 dataset describes a single C2H3BrO2 molecule at a distorted geometry. The level of theory is ωB97M-V/def2-TZVPD.

Last column: natural (NBO) charge in e.
Positions of all 8 atoms, in Å:
C (0.21, -0.15, 0.05)  -0.26
O (1.55, -0.56, 0.13)  -0.56
C (2.62, 0.57, 0.08)  0.66
O (2.36, 1.71, 0.05)  -0.51
Br (4.26, -0.27, 0.06)  0.11
H (-0.30, -0.41, 0.98)  0.18
H (-0.25, -0.69, -0.78)  0.19
H (0.13, 0.92, -0.13)  0.19

Lowest unoccupied orbital energy = 0.57 eV
E_HOMO = -10.900 eV
Frontier orbital gap = 11.472 eV
Total energy = -76259.2581 eV
SMILES = COC(=O)Br